The following is a DFT calculation (wB97M-V/def2-TZVPD) of a single C4H3NOS2 molecule.

```
! wB97M-V def2-TZVPD RIJCOSX def2/J DEFGRID3
* xyz 0 3
C 0.9810 -1.1025 -0.5653
C -0.4269 -1.2203 -0.4481
C 1.3464 0.1488 -0.1521
C -0.8458 -0.0150 0.0159
N 0.2147 0.8119 0.2098
O -2.1541 0.5959 0.3430
S -0.1442 2.4264 0.7127
S -1.8909 1.6836 1.5609
H 1.6438 -1.8711 -0.9077
H -1.0313 -2.0719 -0.6780
H 2.3074 0.6142 -0.0911
*
```

The gap between HOMO and LUMO (spin up / spin down) is 5.885 / 6.228 eV. The HOMO energy (spin up / spin down) comes out at -5.90 / -8.72 eV. The expectation value of S² is 2.01.

The following is a DFT calculation (wB97M-V/def2-TZVPD) of a single C4H3NS molecule.

```
! wB97M-V def2-TZVPD RIJCOSX def2/J DEFGRID3
* xyz 0 1
S 1.1542 1.5850 0.4722
C 0.2266 0.2668 0.3131
C 0.2832 -1.1916 0.6071
C -0.5644 -1.8676 -0.2202
N -1.4786 -0.9701 -1.0771
C -1.0746 0.2469 -0.6643
H 1.1982 -1.6246 1.1907
H -0.8395 -2.8618 -0.4648
H -1.7006 1.1906 -0.9562
*
```

For the energy above the lowest of the compared OMol25 structures with the same formula, charge and spin, the calculation gives 29.9 kcal/mol. The gap between HOMO and LUMO is 7.459 eV. The HOMO energy comes out at -9.29 eV.

The following is a DFT calculation (wB97M-V/def2-TZVPD) of a single C4H3NS molecule.

```
! wB97M-V def2-TZVPD RIJCOSX def2/J DEFGRID3
* xyz 0 1
S 2.8050 -0.1921 -0.0211
C 1.2095 -0.2691 0.0148
C 0.2950 0.9557 0.0086
C -0.9653 0.4890 -0.0462
C -0.8132 -0.9896 -0.0052
N 0.3897 -1.4142 -0.0098
H 0.5284 2.0049 0.0902
H -1.8346 1.1038 -0.0747
H -1.6146 -1.6884 0.0435
*
```

For the energy above the lowest of the compared OMol25 structures with the same formula, charge and spin, the calculation gives 2.7 kcal/mol. The gap between HOMO and LUMO is 7.513 eV. The HOMO energy comes out at -9.20 eV.

The following is a DFT calculation (wB97M-V/def2-TZVPD) of a gas-phase ion, C4H3O2 (charge +1).

```
! wB97M-V def2-TZVPD RIJCOSX def2/J DEFGRID3
* xyz 1 1
C 0.9060 -0.0465 0.0496
C -1.5259 -0.6840 -0.0174
C -0.6092 -0.0101 -0.9017
C -0.4727 0.0511 0.6627
O 1.6877 0.9875 0.0111
O -1.2359 0.9546 0.0106
H 1.2154 -1.0644 0.1209
H -2.6103 -1.0810 0.0323
H 2.6450 0.8928 0.0319
*
```

For the energy above the lowest of the compared OMol25 structures with the same formula, charge and spin, the calculation gives 133.3 kcal/mol. The gap between HOMO and LUMO is 11.057 eV. The HOMO energy comes out at -16.68 eV.

The following is a DFT calculation (wB97M-V/def2-TZVPD) of 2 unconnected molecules or ions with the total composition C4H3O2S.

```
! wB97M-V def2-TZVPD RIJCOSX def2/J DEFGRID3
* xyz -1 1
C -0.0945 -1.2550 -0.8404
C 1.7141 -1.6924 1.1452
C -1.0951 -1.6712 0.2185
C -0.3159 -0.3789 0.1550
O 1.0933 -2.4119 1.8466
O 2.5752 -1.0381 0.7447
S 0.8439 -1.8529 -2.0395
H -2.1985 -1.6768 -0.0035
H -0.6948 -2.4783 0.9716
H -0.0631 0.5224 0.7435
*
```

For the energy above the lowest of the compared OMol25 structures with the same formula, charge and spin, the calculation gives 26.5 kcal/mol. The gap between HOMO and LUMO is 6.600 eV. The HOMO energy comes out at -2.89 eV.

The following is a DFT calculation (wB97M-V/def2-TZVPD) of a molecular structure, C4H3O2V.

```
! wB97M-V def2-TZVPD RIJCOSX def2/J DEFGRID3
* xyz 0 5
O -2.4493 0.5942 0.4348
C -1.4714 -0.3077 0.5986
C -0.3857 -0.3036 -0.2701
C 0.8753 0.0972 0.2586
C 2.0675 -0.0314 -0.4998
O 2.3309 0.5328 -1.5920
H -0.5431 -0.5221 -1.3410
H 2.8791 -0.6346 -0.0313
V -0.2520 0.9048 2.0293
H -3.0513 -0.3295 0.4129
*
```

For the energy above the lowest of the compared OMol25 structures with the same formula, charge and spin, the calculation gives 63.2 kcal/mol. The gap between HOMO and LUMO (spin up / spin down) is 6.203 / 6.574 eV. The HOMO energy (spin up / spin down) comes out at -7.40 / -7.86 eV. The expectation value of S² is 6.06.

For each record above, in turn, the calculated calculated total energy values are -1080.41824 -607.06034 -607.10370 -304.13134 -702.86832 -1248.37751 Ha.